(1)
{"formula": "C18H54N2O10", "method": "ωB97M-V/def2-TZVPD", "lumo_ev": -0.02, "smiles": "CC1(C)CCCC(C)(C)N1O.CC1(C)CCCC(C)(C)N1O.O.O.O.O.O.O.O.O", "homo_ev": -8.13, "homo_lumo_gap_ha": 0.2979, "relative_energy_kcal_mol": 20.2, "multiplicity": 1, "symbols": ["O", "O", "O", "O", "O", "O", "O", "O", "O", "O", "N", "N", "C", "C", "C", "C", "C", "C", "C", "C", "C", "C", "C", "C", "C", "C", "C", "C", "C", "C", "H", "H", "H", "H", "H", "H", "H", "H", "H", "H", "H", "H", "H", "H", "H", "H", "H", "H", "H", "H", "H", "H", "H", "H", "H", "H", "H", "H", "H", "H", "H", "H", "H", "H", "H", "H", "H", "H", "H", "H", "H", "H", "H", "H", "H", "H", "H", "H", "H", "H", "H", "H", "H", "H"], "xyz": [[19.9397, -15.6970, 3.5012], [19.9878, -12.9472, 2.8201], [19.8290, -14.3098, 8.0387], [20.0591, -17.7570, 7.0182], [16.3178, -11.9566, 4.6520], [18.5352, -10.2987, 4.0851], [18.8384, -13.1357, 5.4566], [14.6049, -12.1665, 7.2328], [16.8518, -14.4724, 3.2758], [21.4563, -12.4086, 5.5520], [19.1192, -17.3095, 7.9312], [14.9607, -10.7905, 7.0857], [17.7208, -17.1298, 7.4385], [18.5727, -16.4714, 10.1485], [17.7193, -16.4408, 6.1028], [17.0812, -16.6112, 9.8757], [19.2459, -18.8815, 9.8823], [15.1632, -8.0002, 7.5661], [13.7540, -9.9758, 6.8300], [20.9042, -17.0191, 9.6002], [16.9123, -16.2364, 8.4229], [16.3069, -8.9751, 7.8729], [13.0133, -10.4747, 5.5794], [15.4215, -10.5047, 9.5985], [15.8960, -10.3794, 8.1738], [17.0352, -18.5236, 7.3347], [19.4355, -17.4437, 9.3657], [14.2788, -8.5622, 6.4630], [17.1376, -11.2857, 7.9976], [12.7533, -9.9284, 7.9997], [19.8513, -19.4808, 9.1908], [16.9381, -8.6202, 8.6925], [17.4594, -19.0536, 6.4789], [17.1381, -15.1789, 8.2448], [13.7242, -10.6669, 4.7747], [14.5617, -7.8647, 8.4687], [21.4820, -12.1350, 6.4747], [18.3960, -16.8856, 5.3654], [14.6478, -9.7795, 9.8720], [16.9851, -14.7529, 2.3640], [17.0651, -19.1508, 8.2192], [19.8416, -12.9558, 1.8691], [14.8138, -8.5736, 5.5091], [15.8567, -16.2780, 8.1326], [19.7122, -13.9554, 7.1426], [16.1850, -10.5299, 10.3717], [20.5375, -12.7247, 5.4117], [17.8620, -11.0441, 8.7853], [15.9994, -11.5871, 5.5005], [21.3216, -17.0469, 10.6022], [16.5882, -17.5828, 9.9478], [16.6341, -15.9097, 10.5829], [17.7785, -10.9880, 7.1587], [12.1561, -9.8479, 5.3398], [17.9111, -15.3712, 5.9990], [17.9096, -10.9309, 4.4762], [17.8970, -12.9170, 5.4274], [15.6542, -11.6861, 4.0060], [14.8235, -11.4110, 9.7641], [12.9094, -9.0113, 8.5631], [18.9081, -15.4671, 9.8728], [17.0013, -12.3637, 8.0054], [12.8616, -10.8450, 8.5781], [16.4882, -13.5806, 3.2102], [19.3579, -10.7989, 3.9952], [21.0242, -15.9952, 9.2336], [19.9077, -13.8656, 3.1188], [20.4539, -16.0361, 2.7581], [18.9416, -13.8342, 4.7960], [19.7328, -18.9858, 10.8547], [18.2810, -19.3805, 9.9190], [18.8397, -16.5540, 11.2053], [16.7512, -16.6128, 5.6213], [20.4369, -16.9683, 6.6070], [15.5903, -7.0303, 7.3134], [12.4974, -11.4245, 5.7699], [13.4794, -7.8377, 6.2817], [11.7149, -9.9060, 7.6661], [20.3642, -16.0727, 4.2811], [14.6045, -12.5274, 6.3397], [16.9694, -8.9297, 7.0011], [19.5528, -15.2350, 7.9740], [21.4781, -17.6209, 8.8910], [15.9823, -18.3922, 7.0639]], "forces_ev_per_angstrom": [[0.1, -0.2, 0.0], [0.0, 0.2, -0.1], [0.2, 0.3, -0.4], [0.0, -0.9, -0.4], [-0.5, -0.2, 0.3], [0.0, 0.0, 0.2], [-0.1, -0.6, 0.2], [-0.4, 0.0, 0.8], [-0.1, 0.0, -0.2], [-0.3, -0.3, -0.1], [-0.8, 2.6, 0.9], [0.0, 0.0, -0.8], [0.3, -0.8, 1.2], [0.1, -0.4, 0.2], [-0.3, -0.4, -1.9], [0.4, 0.7, -0.2], [1.4, -0.6, -0.5], [0.2, -0.5, 0.6], [-0.6, 0.9, -0.6], [-0.1, 0.1, -1.7], [-0.5, 0.7, -0.6], [0.6, 1.5, -0.6], [-0.1, -1.3, 0.7], [-2.2, -0.7, 0.9], [0.8, -1.6, -0.8], [-0.4, 0.5, -1.1], [0.0, -0.4, 0.7], [0.2, 0.5, 0.3], [1.3, 0.8, 0.4], [0.1, -0.1, -0.3], [0.0, -0.2, 0.2], [-0.2, 0.1, 0.1], [0.2, -0.2, 0.2], [0.5, -0.1, 0.2], [-0.3, 0.5, -0.3], [0.0, 0.2, 0.0], [0.0, -0.1, 0.0], [0.1, -0.3, 0.3], [0.5, 0.5, -0.1], [0.0, 0.0, 0.1], [0.3, 0.2, 0.1], [0.0, 0.0, 0.1], [0.2, -0.4, 0.1], [0.0, -0.4, -0.1], [-0.2, 0.1, 0.2], [0.3, 0.3, -0.3], [0.7, 0.7, 0.2], [-0.4, -0.2, 0.4], [0.0, 0.5, 0.0], [-0.4, -0.4, 0.2], [0.6, -0.2, 0.8], [-0.7, -0.1, -0.4], [-0.6, -0.2, -0.6], [0.5, 0.6, -0.4], [-0.1, 0.0, 0.9], [0.3, 0.3, -0.4], [0.1, 0.0, -0.1], [0.2, 0.2, 0.0], [0.5, -0.3, -0.3], [0.0, -0.3, 0.5], [-0.4, 0.1, 0.0], [-0.4, 0.1, 0.0], [0.0, 0.2, 0.3], [0.2, -0.1, 0.2], [-0.1, 0.0, 0.0], [0.0, 0.0, 0.2], [0.1, 0.0, -0.3], [0.0, 0.0, 0.1], [-0.4, 0.1, -0.1], [-0.2, 0.0, 0.1], [-0.3, 0.6, 0.0], [-0.2, -0.3, 0.0], [-0.1, 0.2, 0.2], [0.1, 0.0, 0.3], [-0.1, 0.0, -0.1], [0.3, -0.2, 0.2], [-0.4, -0.4, 0.1], [0.1, 0.0, -0.2], [0.0, 0.0, 0.0], [0.0, 0.0, 0.0], [-0.1, -0.4, -0.1], [-0.1, -0.2, 0.0], [0.4, -0.1, 0.5], [0.0, 0.1, 0.1]]}

(2)
{"formula": "C18H54O18", "method": "ωB97M-V/def2-TZVPD", "lumo_ev": 0.27, "smiles": "OCCO.OCCO.OCCO.OCCO.OCCO.OCCO.OCCO.OCCO.OCCO", "homo_ev": -9.74, "homo_lumo_gap_ha": 0.3678, "relative_energy_kcal_mol": 57.5, "multiplicity": 1, "symbols": ["O", "O", "O", "O", "O", "O", "O", "O", "O", "O", "O", "O", "O", "O", "O", "O", "O", "O", "C", "C", "C", "C", "C", "C", "C", "C", "C", "C", "C", "C", "C", "C", "C", "C", "C", "C", "H", "H", "H", "H", "H", "H", "H", "H", "H", "H", "H", "H", "H", "H", "H", "H", "H", "H", "H", "H", "H", "H", "H", "H", "H", "H", "H", "H", "H", "H", "H", "H", "H", "H", "H", "H", "H", "H", "H", "H", "H", "H", "H", "H", "H", "H", "H", "H", "H", "H", "H", "H", "H", "H"], "xyz": [[0.0511, -3.9526, -4.6622], [3.7741, 0.9767, 1.1360], [-2.7023, -4.5807, -3.2001], [-1.9207, -0.7255, 3.6631], [1.8898, -2.9698, 2.6608], [-0.4015, -0.3077, 1.1342], [-1.9493, -0.7728, 6.7985], [-0.9280, 4.2268, -1.8438], [2.6228, -4.6754, 0.4497], [-2.8389, -0.9425, -0.1884], [-0.5881, 2.3701, 3.0535], [-3.0766, 1.9935, 4.6393], [2.1835, 3.0458, -0.7340], [2.1525, -1.2347, 0.2674], [5.0057, -2.4617, -4.6216], [1.8892, -1.9611, -5.1227], [-2.4802, 1.9719, -0.8898], [-0.0735, 6.6222, -3.3433], [4.0966, -1.3666, -4.2350], [-0.9483, -0.9967, 4.5675], [2.9451, 3.2272, 0.4607], [-2.8618, 2.9840, 3.5664], [-3.5206, 0.1454, 0.4173], [-1.3788, 4.5629, -3.1353], [-1.5715, -1.7511, 5.8334], [-1.4216, 6.1099, -3.2794], [1.2437, -4.5042, 0.9366], [4.1163, 2.1981, 0.5160], [-0.6456, -3.2795, -3.6557], [-1.3807, -4.2443, -2.7050], [0.4052, 0.4277, 0.2716], [-3.7356, 1.3424, -0.5363], [2.6281, -1.7736, -3.8804], [1.1627, -0.6676, -0.5797], [-1.4092, 3.4840, 3.3802], [1.2254, -4.1589, 2.3987], [4.4669, 2.0248, -0.5015], [-1.9566, 1.4882, -1.5328], [-0.7236, -5.0555, -2.3914], [-0.3338, 2.4658, 2.1327], [4.9972, 2.5153, 1.0742], [-1.3855, 3.4026, -1.6622], [1.6613, -0.1173, -1.3776], [2.7333, -3.2058, 3.0538], [-0.5279, 0.1541, 1.9663], [-4.3951, 1.1363, -1.3793], [-4.5627, -0.0562, 0.6651], [-1.2481, 4.1393, 2.5242], [-1.1516, 3.9474, 4.3326], [-3.0132, 0.5164, 1.3078], [2.2544, 3.0843, 1.2917], [0.2416, -3.9460, 2.8168], [-0.2551, 1.0423, -0.3402], [-2.6756, 1.1667, 4.3612], [1.0619, 1.0855, 0.8410], [1.2576, -2.6729, -4.9958], [4.4253, -0.9700, -3.2744], [-2.0676, -1.5533, 3.1997], [-3.5344, 3.8375, 3.6518], [0.4502, -1.3428, -1.0536], [4.1597, -0.5460, -4.9496], [-1.5600, -3.8622, -1.7001], [1.7209, -1.7375, 0.9621], [1.6717, -4.9306, 3.0259], [-0.1009, 7.5394, -3.6255], [-2.6104, -0.2104, 6.3883], [0.7665, -5.4742, 0.7968], [-4.3671, 2.1281, -0.1216], [-1.9332, -0.8613, 0.1193], [1.6222, 3.8047, -0.9093], [-0.1399, -1.5538, 4.0939], [-0.4948, -0.0489, 4.8574], [-3.2820, 2.5490, 2.6595], [-1.9880, 6.4491, -2.4121], [3.3403, 0.4043, 0.4990], [3.3737, 4.2274, 0.3970], [2.0440, -1.0462, -3.3167], [-2.3786, 4.1624, -3.3029], [-1.2958, -2.5006, -4.0542], [-0.6732, 4.1967, -3.8811], [0.0842, -2.8173, -2.9911], [-2.6873, -5.4217, -3.6627], [5.7853, -2.3312, -4.0770], [0.3544, -4.7719, -4.2643], [-2.3337, -2.4382, 5.4658], [3.1447, -3.8773, 0.5609], [2.6052, -2.7128, -3.3278], [-0.8730, -2.4175, 6.3395], [0.7270, -3.7294, 0.3702], [-1.9593, 6.3799, -4.1883]], "forces_ev_per_angstrom": [[-0.3, -0.4, -0.8], [-0.2, 0.0, 0.0], [1.0, -0.3, 0.4], [-1.8, 0.5, -1.9], [1.3, 1.3, 0.1], [-0.7, -0.9, 1.0], [-0.4, -0.8, -0.3], [0.0, -0.2, 0.1], [-1.5, -0.4, 0.4], [-0.8, 0.5, 0.1], [0.6, -0.7, 0.4], [0.4, 1.9, -0.7], [0.2, -0.8, -0.3], [-0.1, -0.4, -1.1], [-1.4, 1.0, 0.3], [0.8, 0.5, 0.6], [-0.5, 0.4, 0.1], [-0.7, -0.5, 0.3], [-0.3, -0.6, 1.4], [1.5, -1.2, 2.7], [0.6, -0.2, -0.7], [-0.5, -0.7, -0.4], [-0.8, 1.4, -1.0], [0.6, 1.7, -0.5], [1.7, 1.1, -0.7], [0.4, -1.0, 0.0], [1.6, -0.3, -0.2], [-0.5, 0.1, 0.0], [-0.2, -0.3, 2.3], [-1.3, 0.6, -0.3], [0.2, -0.8, -1.4], [0.7, 0.1, -0.1], [0.0, -0.7, -2.6], [0.1, 2.7, 1.1], [-1.1, -1.1, -0.1], [-0.7, -0.5, 0.9], [-0.1, 0.1, -0.3], [-0.5, -0.7, -0.1], [0.0, -0.8, -0.8], [0.0, 0.0, 0.0], [-0.3, 0.7, 0.1], [-0.1, 0.0, 0.7], [0.3, -0.2, 0.0], [0.2, 0.4, -0.1], [-0.3, 0.1, 0.3], [0.7, -0.8, -0.7], [0.1, -1.0, 0.4], [-0.8, 0.8, 0.4], [0.6, 0.0, -0.1], [0.1, -0.2, 0.1], [0.4, 0.2, 0.5], [-0.6, -0.7, -0.5], [0.3, 0.2, -0.4], [0.2, -0.1, -0.5], [0.4, -0.2, -0.3], [-0.1, -0.3, -0.2], [0.5, 0.2, 0.1], [-0.5, 0.1, -0.4], [0.0, 0.1, 1.0], [0.0, -0.4, 0.3], [-0.3, -0.3, -0.2], [-0.1, 1.0, -0.2], [-0.1, 0.0, 0.5], [-0.1, -0.4, -0.3], [-0.1, 0.0, 0.0], [-0.2, 0.2, 0.1], [0.0, 0.1, -0.2], [0.5, 0.1, 1.0], [0.5, -0.1, 0.3], [-0.1, 0.1, 0.1], [0.2, -0.4, 0.1], [-0.1, 0.0, 0.4], [0.5, -0.3, -0.4], [0.2, 0.5, 0.1], [-0.2, -0.4, 0.1], [0.0, 0.2, 0.6], [0.7, 0.5, 0.2], [-0.1, 0.0, -0.2], [0.0, -0.3, -0.2], [-0.1, -0.2, -0.2], [0.2, 0.6, 0.1], [0.1, 0.0, -0.1], [0.0, -0.1, -0.1], [0.3, -0.2, -0.2], [-0.7, 0.3, 0.1], [-0.3, 0.4, 0.1], [0.4, -0.1, 0.2], [0.4, 0.3, 0.0], [-0.1, 0.0, -0.2], [-0.1, -0.1, -0.1]]}